# C18H47Li2N3O2

C18H47Li2N3O2 as an isolated structure (the ωB97M-V functional and the def2-TZVPD basis, the OMol25 dataset).

Results
ΔE to the lowest compared entry with this formula, charge and spin, kJ/mol: 0.00
Total energy, eV: -28406.0771

Structure (ORCA input):
```
! wB97M-V def2-TZVPD RIJCOSX def2/J DEFGRID3
* xyz 0 1
Li 0.70772 -1.83351 -0.85939
Li 2.25546 0.02020 0.14458
O 0.33313 -0.38318 0.28696
H -0.46410 0.11277 0.41327
O 2.56415 -1.45176 -1.12304
H 3.32359 -1.59195 -1.66982
C 1.49233 1.65036 2.82509
C 1.96525 2.40512 1.58440
N 3.04596 1.69614 0.88550
C 3.23778 2.29284 -0.43450
C 2.16486 2.08285 -1.50385
C 4.28441 1.79588 1.64996
C 5.45522 0.99684 1.08357
H 2.26840 1.35459 3.52684
H 0.90199 0.77277 2.54816
H 0.77649 2.26161 3.38578
H 1.10492 2.51764 0.92858
H 2.27072 3.41451 1.89315
H 3.46932 3.36943 -0.33487
H 4.16228 1.95599 -0.91227
H 2.04328 1.02629 -1.73986
H 1.20470 2.50189 -1.19084
H 2.44232 2.66195 -2.38316
H 4.17041 1.48719 2.68859
H 4.57753 2.85758 1.72166
H 5.13294 -0.02975 0.88229
H 6.29589 0.92605 1.77014
H 5.81081 1.41555 0.14363
C -1.67316 0.69163 -2.30536
C -1.79537 0.55905 -3.82545
N -0.90895 -0.45352 -4.37812
C 0.51866 -0.24597 -4.07757
C 1.19646 0.86425 -4.84934
C -1.16280 -0.66789 -5.79609
C -0.43911 -1.86074 -6.39259
H -2.59819 1.10922 -1.90223
H -0.80177 1.28788 -2.04737
H -1.59165 -0.27436 -1.80695
H -2.80938 0.19628 -4.03591
H -1.74701 1.54541 -4.31293
H 0.72807 -0.17727 -3.00734
H 0.98963 -1.21541 -4.28742
H 1.14264 0.72194 -5.92753
H 0.76854 1.84341 -4.61195
H 2.24535 0.93190 -4.54959
H -0.96059 0.26284 -6.35215
H -2.24895 -0.75519 -5.90038
H -0.78788 -2.01846 -7.41325
H -0.66389 -2.75926 -5.82014
H 0.63215 -1.66668 -6.42909
C -1.50029 -0.29926 5.32446
C -1.75733 -1.59335 4.57432
N -2.99884 -1.55337 3.79582
C -2.85973 -0.68771 2.65464
C -4.19544 -0.15040 2.14106
C -3.52771 -2.86207 3.45350
C -3.78173 -3.77872 4.64750
H -0.86591 -0.47290 6.19789
H -2.40092 0.13476 5.76087
H -1.02430 0.44672 4.68809
H -0.90886 -1.92442 3.95519
H -1.83802 -2.40671 5.29778
H -2.40417 -1.21414 1.79615
H -2.26735 0.20289 2.85975
H -4.71615 0.46474 2.88774
H -4.92116 -0.94271 1.94515
H -4.11632 0.52141 1.28487
H -4.49104 -2.74746 2.95711
H -2.85574 -3.35825 2.73246
H -4.27322 -4.68869 4.30955
H -2.88331 -4.03304 5.20630
H -4.44305 -3.26231 5.34800
*
```

---

# C18H48BCl3F3K2N4NaO9P2S

C18H48BCl3F3K2N4NaO9P2S as an isolated structure (the ωB97M-V functional and the def2-TZVPD basis, the OMol25 dataset).

Results
Total energy, eV: -156701.3570

Structure (ORCA input):
```
! wB97M-V def2-TZVPD RIJCOSX def2/J DEFGRID3
* xyz -2 1
C 3.09901 -3.89520 2.86116
C 1.65325 -3.33477 2.66886
C 1.53141 -2.28148 1.55664
O 2.15018 -1.05745 1.82380
C 1.49320 -0.28722 2.86831
B 0.63577 0.99666 2.28900
C -0.65316 0.37987 1.47568
C -1.79583 1.36229 1.11643
C -3.13137 0.97294 1.76668
C -3.52632 -0.49122 1.46178
N -3.37451 -1.32967 2.67348
P 1.72470 2.12747 1.16789
N 0.92232 3.41380 0.60106
P 0.15215 2.07792 3.81745
O -0.44992 3.57027 3.37471
O -0.99545 1.26841 4.63818
S 1.65325 2.47019 5.02916
H 3.23603 -4.06959 3.92859
H 3.15048 -4.86737 2.38320
H 3.88741 -3.21749 2.53439
H 1.01666 -4.17784 2.38595
H 1.25074 -2.96909 3.60947
H 2.07297 -2.71350 0.67818
H 0.43908 -2.20030 1.25663
H 2.26697 0.01271 3.57735
H 0.79587 -0.90619 3.44591
H -1.01068 -0.46313 2.07278
H -0.27656 -0.04395 0.53718
H -1.55520 2.41204 1.27651
H -1.96857 1.26472 0.03967
H -3.93161 1.59445 1.34658
H -3.12848 1.11615 2.84717
H -2.89358 -0.89467 0.66757
H -4.54965 -0.54947 1.09372
H -4.19557 -1.89131 2.83874
H -2.55445 -1.91548 2.61766
H 2.25992 1.38332 0.09448
H 2.82648 2.56408 1.93780
H 1.40415 4.23328 0.96296
H -1.33864 3.63230 3.90333
H -1.19847 0.45269 4.15714
C 4.63435 -0.33536 -1.85653
Cl 2.95394 -0.73125 -1.41749
Cl 5.13068 1.21040 -1.17202
H 5.29746 -1.11899 -1.47079
H 4.70497 -0.28253 -2.93649
K 1.25280 -3.19608 -0.82975
Na 4.55752 -3.26125 -0.90319
O 1.21314 -5.86599 4.63007
H 1.60062 -4.99261 4.52936
N 4.25007 -7.13300 2.14650
H 4.99390 -6.48924 2.43333
H 3.49946 -7.14088 2.86843
H 3.85239 -6.80866 1.24814
H 4.63079 -8.07224 2.02664
Cl -2.38073 4.09040 5.30243
C -2.99716 -1.03564 -5.73562
C -3.12599 -1.11702 -4.22055
O -3.63759 -2.32770 -3.70794
C -2.74575 -3.48139 -3.60588
O -1.60725 -3.22302 -3.02609
C -2.54116 -4.19387 -4.97964
F -3.66425 -4.18405 -5.75274
F -2.25559 -5.50465 -4.78490
F -1.55226 -3.70783 -5.75153
H -3.86511 -1.47905 -6.22739
H -2.90234 0.01052 -6.04170
H -2.10796 -1.55495 -6.08859
H -3.85665 -0.36156 -3.91385
H -2.18362 -0.85089 -3.73103
H -3.42426 -4.19743 -3.08513
K -1.32875 4.65622 2.05506
C -0.16395 2.55848 -6.60803
C -1.62460 2.61958 -6.98803
O -2.49123 2.12785 -6.29290
N -1.94622 3.25222 -8.15612
C -1.05523 3.88877 -9.10337
H -0.07274 2.02827 -5.66537
H 0.40689 2.02328 -7.36832
H 0.24297 3.56366 -6.48692
H -2.93458 3.25594 -8.35023
H -1.31668 4.94454 -9.20599
H -1.15144 3.41091 -10.08094
H -0.02312 3.81471 -8.77864
O 1.36009 7.54417 5.60076
C 1.47607 7.30280 6.79930
C 0.67226 5.60803 7.10668
O 0.80527 5.39757 8.31589
H 0.94651 7.94560 7.52795
H 2.49027 7.16030 7.21717
H 1.20545 4.93729 6.40071
H -0.34860 5.72203 6.69006
*
```

---

# C18H48BO25

A 11-piece molecular cluster, C18H48BO25 overall (the ωB97M-V functional and the def2-TZVPD basis, the OMol25 dataset).

Results
ΔE to the lowest compared entry with this formula, charge and spin, kJ/mol: 0.00
Total energy, eV: -71312.9765

Structure (ORCA input):
```
! wB97M-V def2-TZVPD RIJCOSX def2/J DEFGRID3
* xyz -1 1
O 2.68171 1.17118 1.79038
C 1.68282 0.66450 1.61435
O 1.38796 -0.14026 0.62877
B 0.00261 -0.59939 0.75547
O -0.47137 0.00972 2.00938
C 0.49443 0.63041 2.59448
O 0.44186 1.16792 3.61612
O -0.05140 -2.06505 0.72778
C -0.78799 -2.50237 -0.26513
O -1.06847 -3.58396 -0.51226
C -1.26528 -1.25936 -1.04685
O -0.87237 -0.19261 -0.37199
O -1.98669 -1.27970 -1.99600
O 1.10856 0.27318 6.44663
H 0.96093 0.54357 5.52104
H 0.22926 0.29109 6.84519
O -2.29821 -3.29179 -3.51397
H -2.13737 -2.59250 -2.83968
H -3.25824 -3.38454 -3.57120
O 0.35925 3.99477 3.04799
H -0.07251 4.43763 3.78735
H 0.47620 3.06539 3.34193
C 5.30365 2.03411 0.55271
C 6.04077 0.98004 1.29362
O 6.20576 -0.17711 0.41568
O 6.10559 2.78409 -0.35485
H 4.74665 2.68629 1.22893
H 4.48967 1.58822 -0.03140
H 5.53660 0.74440 2.23583
H 7.05331 1.35432 1.53240
H 6.73880 -0.83009 0.88101
H 5.90779 2.47722 -1.23586
C -1.20746 -1.40561 -6.40630
C -1.29136 -0.29194 -5.39358
O -2.50652 -0.36346 -4.62729
O -0.95628 -2.62183 -5.85399
H -0.36634 -1.15870 -7.06465
H -2.12413 -1.43077 -7.00631
H -1.26581 0.65990 -5.95562
H -0.40719 -0.32191 -4.74486
H -2.26999 -0.31738 -3.67599
H -1.44680 -2.73236 -4.99849
C -1.17155 -4.32215 3.11662
C -2.13092 -5.08275 2.24747
O -1.56329 -6.21177 1.63565
O -0.92349 -4.90874 4.42508
H -1.64002 -3.35153 3.32817
H -0.23061 -4.12416 2.58676
H -2.51720 -4.39697 1.48873
H -3.01729 -5.35699 2.83959
H -1.95561 -6.99046 2.03309
H -0.32362 -5.65826 4.29932
C -3.39566 -1.19049 3.26384
C -3.00149 -0.65462 4.61023
O -3.95473 0.27484 5.14717
O -4.27555 -2.32842 3.41391
H -2.52013 -1.58501 2.71244
H -3.72117 -0.35945 2.61470
H -2.03453 -0.13894 4.48046
H -2.82266 -1.46919 5.30820
H -4.29582 0.80005 4.41879
H -4.69198 -2.50899 2.56314
C 3.45748 -0.69333 -2.05402
C 2.35039 -1.41844 -2.75509
O 2.42217 -2.78509 -2.47183
O 4.69677 -0.97889 -2.73339
H 3.47880 -1.02387 -1.01221
H 3.25666 0.39226 -2.08126
H 2.44106 -1.32113 -3.84067
H 1.40235 -0.97023 -2.45823
H 3.35870 -2.99312 -2.39500
H 5.38044 -0.41630 -2.35319
C -2.44622 4.09383 0.98120
C -3.24526 3.59064 -0.19604
O -2.65376 2.45414 -0.72304
O -2.37359 3.13638 2.04743
H -2.76128 5.07820 1.33644
H -1.39770 4.26355 0.66397
H -3.32454 4.42844 -0.92181
H -4.26312 3.33435 0.09341
H -1.67683 2.63129 -0.86264
H -1.88319 2.37659 1.72051
C 0.52685 2.81059 -2.43713
C 0.26505 4.00794 -3.30802
O 1.10792 5.14485 -2.83794
O 0.05011 3.07476 -1.10370
H 1.56553 2.47792 -2.47425
H -0.14443 2.01339 -2.78328
H -0.78854 4.29791 -3.13648
H 0.34660 3.85471 -4.38962
H 0.57565 5.92830 -2.73922
H 0.62085 3.75909 -0.70906
*
```

---

# C18H48Br3F6N4O10S2

A 9-piece molecular cluster, C18H48Br3F6N4O10S2 overall (the ωB97M-V functional and the def2-TZVPD basis, the OMol25 dataset).

Results
Total energy, eV: -293980.0940

Structure (ORCA input):
```
! wB97M-V def2-TZVPD RIJCOSX def2/J DEFGRID3
* xyz -1 1
C 5.78695 2.01369 0.76534
C 4.39992 2.64458 0.70211
C 4.38716 4.02019 1.44755
O 3.04967 4.49269 1.58816
C 2.88277 5.59326 2.46292
N 4.10429 2.84047 -0.77772
H 4.93486 3.35999 -1.02336
H 4.13493 1.91493 -1.18085
H 3.29029 3.38078 -1.03383
H 5.91462 1.21485 0.03482
H 5.99480 1.68902 1.78489
H 6.51774 2.77931 0.50485
H 3.54033 2.07259 1.05144
H 4.94432 4.75926 0.87181
H 4.77732 4.14690 2.45740
H 3.11554 5.26638 3.47635
H 1.85204 5.93610 2.55323
H 3.37755 6.53087 2.20955
C -0.10659 2.10498 -1.70039
C -1.12172 2.01853 -2.77029
C -0.62398 1.28234 -4.01993
O -1.81590 1.01094 -4.78172
C -1.55689 0.02075 -5.76769
N -2.29951 1.29442 -2.03529
H -2.60490 1.86018 -1.25634
H -3.05803 0.99438 -2.63087
H -2.08751 0.37538 -1.67401
H 0.09074 1.08225 -1.37911
H -0.30668 2.62848 -0.76551
H 0.84240 2.51623 -2.04450
H -1.48230 3.00543 -3.06033
H -0.23147 0.30696 -3.73240
H 0.13992 1.90229 -4.48923
H -0.74603 0.39508 -6.39257
H -2.47963 -0.07571 -6.33983
H -1.25908 -0.87975 -5.23055
C -1.53939 -7.06879 0.99829
C -0.41360 -6.50650 0.16836
C -0.46682 -6.86418 -1.36658
O -1.77848 -6.54785 -1.93973
C -1.98987 -7.14005 -3.23758
N -0.37830 -4.96570 0.27462
H -0.42084 -4.61755 1.22177
H 0.36661 -4.54386 -0.26134
H -1.17012 -4.44306 -0.07175
H -1.28094 -6.98069 2.05353
H -1.70227 -8.11696 0.74750
H -2.47343 -6.53153 0.83390
H 0.54253 -6.92102 0.48783
H -0.11750 -7.87345 -1.58437
H 0.19972 -6.15962 -1.86398
H -1.60783 -8.15283 -3.10945
H -1.35101 -6.74888 -4.02937
H -3.02633 -6.98671 -3.53815
C 1.85022 -1.02793 0.51408
C 1.28347 -0.72292 1.90495
C 1.46528 0.77115 2.39992
O 0.75604 1.75254 1.58080
C 0.38993 2.89887 2.27335
N -0.21748 -1.04787 1.93579
H -0.35378 -2.03548 1.77403
H -0.64441 -0.90813 2.84039
H -0.83047 -0.56219 1.29669
H 2.89452 -0.73457 0.40699
H 1.37892 -0.54329 -0.34097
H 1.81964 -2.06545 0.18134
H 1.77646 -1.41020 2.59250
H 2.54051 0.94797 2.42659
H 1.10357 0.77276 3.42815
H -0.45895 2.76688 2.94425
H 0.01170 3.58172 1.51260
H 1.16869 3.48802 2.75766
C -3.78754 -2.59633 1.29454
F -5.01237 -3.17892 1.34563
F -3.37731 -2.53240 2.54969
F -2.98778 -3.34927 0.52494
S -4.06225 -0.78312 0.59270
O -2.73364 -0.09399 0.63362
O -4.56476 -0.86653 -0.77969
O -5.03253 -0.18074 1.48163
C -3.53764 5.50112 1.26344
F -3.04952 4.44581 1.95992
F -4.88018 5.29950 1.15054
F -3.26597 6.65368 1.82957
S -2.65512 5.45456 -0.55298
O -3.02044 6.74522 -1.13761
O -1.21738 5.21819 -0.21225
O -3.23402 4.27329 -1.19263
Br 4.23517 -1.53111 4.26051
Br -0.06792 -4.16982 3.71489
Br -1.37274 0.43915 5.23687
*
```

---

# C18H48BrN4O7V

C18H48BrN4O7V as an isolated structure (the ωB97M-V functional and the def2-TZVPD basis, the OMol25 dataset).

Results
ΔE to the lowest compared entry with this formula, charge and spin, kJ/mol: 820.87
Total energy, eV: -135458.4039

Structure (ORCA input):
```
! wB97M-V def2-TZVPD RIJCOSX def2/J DEFGRID3
* xyz 0 1
O -20.66843 -14.80343 9.46089
V -19.52703 -14.15257 10.37571
O -18.28839 -15.11206 10.21769
Br -17.95889 -10.44424 7.68440
C -20.32780 -16.02333 14.31177
O -19.26255 -15.06396 14.41799
C -18.95380 -14.81037 15.77781
C -17.62710 -13.99273 15.72451
N -17.72130 -12.85302 14.77033
C -16.44532 -12.13226 14.55046
C -15.78431 -11.64349 15.85614
O -16.63479 -10.85608 16.65450
C -15.99882 -10.14087 17.73710
H -20.08471 -17.07217 14.48186
H -20.57136 -15.98490 13.25002
H -21.12773 -15.65930 14.95652
H -18.63060 -15.70445 16.31096
H -19.80157 -14.27694 16.20774
H -16.83802 -14.69906 15.46658
H -17.57372 -13.61422 16.74529
H -18.37970 -12.15695 15.08985
H -16.65234 -11.36784 13.80153
H -15.77172 -12.90259 14.17502
H -14.95848 -11.02687 15.50133
H -15.41370 -12.49516 16.42658
H -16.79239 -9.87057 18.43372
H -15.48374 -9.22187 17.45742
H -15.31483 -10.73932 18.33886
C -12.13504 -22.76140 8.96344
C -13.03738 -23.83273 8.36584
C -14.40268 -23.29583 7.97737
O -15.14041 -22.69651 8.99951
C -16.19392 -21.97058 8.47524
N -12.34713 -24.32574 7.17704
H -12.61188 -22.28200 9.81836
H -11.97775 -21.98478 8.21497
H -11.14080 -23.12678 9.22053
H -13.04617 -24.62441 9.11501
H -14.99254 -24.00061 7.39132
H -14.22405 -22.57075 7.18337
H -16.59276 -21.56249 9.40394
H -16.85732 -22.62078 7.90495
H -15.81418 -21.10514 7.93218
H -11.37219 -24.55933 7.29963
H -12.39162 -23.60061 6.47540
C -17.26869 -16.69578 1.77571
C -15.89211 -17.13800 2.21440
C -15.40345 -16.36649 3.40063
O -14.13945 -16.87191 3.82800
C -13.83094 -16.55875 5.18471
N -15.94726 -18.52048 2.59169
H -17.66912 -17.31336 0.97174
H -17.15372 -15.67851 1.40151
H -17.96085 -16.62853 2.61504
H -15.20997 -17.02557 1.37170
H -16.18570 -16.38843 4.15939
H -15.29988 -15.31902 3.11749
H -12.78953 -16.75891 5.43673
H -14.40962 -17.24509 5.80290
H -14.13911 -15.58009 5.55260
H -15.25032 -18.63287 3.31401
H -15.59768 -19.03714 1.79737
C -25.43736 -11.20326 12.21751
C -24.67899 -10.26322 11.27669
C -25.22013 -8.79453 11.27314
O -24.29213 -7.94796 10.55876
C -24.24819 -8.21579 9.15749
N -23.24674 -10.26689 11.53939
H -26.46974 -11.26683 11.87363
H -25.44363 -10.80684 13.23285
H -25.04835 -12.21717 12.12412
H -24.70057 -10.70386 10.27996
H -25.37056 -8.37431 12.26757
H -26.17512 -8.75033 10.74955
H -23.98287 -9.22391 8.83906
H -23.44365 -7.55117 8.84273
H -25.16578 -7.83619 8.70801
H -22.89716 -9.50140 10.98089
H -23.15144 -9.95740 12.49607
*
```

---

- total energy of number 2 (C18H48BCl3F3K2N4NaO9P2S)?
  -156701.3570 eV